(1)
Computed, not measured: an isolated molecule of H4N4O2 in a non-equilibrium geometry, with ωB97M-V/def2-TZVPD.

Structure (XYZ):
```
10
H4N4O2 (ωB97M-V/def2-TZVPD)
N -1.0238 -0.5721 0.8090
N -0.1160 0.0911 -0.0360
N 0.5554 -0.7227 -0.9536
N 0.4415 1.2109 0.5547
O -0.2732 1.7450 1.3653
O 1.4734 1.6430 0.0151
H -0.7327 -1.5203 0.8892
H -2.0122 -0.6808 0.2606
H 1.5260 -0.4431 -0.9631
H 0.1616 -0.7510 -1.9410
```

The HOMO-LUMO gap is 0.3717 Ha. The energy relative to the best compared isomer or geometry (same formula, charge and spin) comes out at 81.7 kJ/mol. Its SMILES is NN(N)[N+](=O)[O-]. Its multiplicity is 1. The value obtained for the LUMO energy is 0.0219 Eh. For the HOMO energy, the calculation gives -9.5 eV.

(2)
Computed, not measured: the ion H4NO2P2 with charge -1 in a non-equilibrium geometry, with ωB97M-V/def2-TZVPD.

Structure (XYZ):
```
9
H4NO2P2 (ωB97M-V/def2-TZVPD)
N 1.1562 0.7710 -0.3822
P -0.2533 -0.0764 -0.2916
O -1.2272 0.6429 -1.1290
O -0.5000 0.5433 1.3175
P -1.1823 -0.9844 1.3581
H 0.9833 1.7048 -0.0649
H 1.2375 0.4315 -1.3048
H -0.2046 -1.3475 -1.0752
H -0.0095 -1.6852 1.5720
```

The HOMO-LUMO gap is 0.2734 Ha. The energy relative to the best compared isomer or geometry (same formula, charge and spin) comes out at 374.3 kJ/mol. Its SMILES is N[PH]1([O-])OP1. Its multiplicity is 1. The value obtained for the LUMO energy is 0.1712 Eh. For the HOMO energy, the calculation gives -2.8 eV. As for the charge: -1.

(3)
Computed, not measured: a cluster of 2 separate species, H4NO2PS in total in a non-equilibrium geometry, with ωB97M-V/def2-TZVPD.

Structure (XYZ):
```
9
H4NO2PS (ωB97M-V/def2-TZVPD)
N 1.0571 0.8706 1.0858
O -2.3669 -0.6578 -0.3377
O -1.5506 1.6347 -0.8979
P -2.0352 0.8281 0.2217
S 1.1955 0.3932 -0.3381
H 1.3452 0.1830 1.8095
H -2.8961 -1.3922 0.1120
H 2.2796 1.2115 -0.6557
H 0.1752 1.1964 -1.0552
```

The HOMO-LUMO gap is 0.3172 Ha. The energy relative to the best compared isomer or geometry (same formula, charge and spin) comes out at 438.1 kJ/mol. Its multiplicity is 1. The value obtained for the LUMO energy is 0.0012 Eh. For the HOMO energy, the calculation gives -8.6 eV.

(4)
Computed, not measured: a cluster of 2 separate species, H4NO2PS in total in a non-equilibrium geometry, with ωB97M-V/def2-TZVPD.

Structure (XYZ):
```
9
H4NO2PS (ωB97M-V/def2-TZVPD)
N -0.6674 0.9965 0.0811
O 1.3119 -0.5840 0.7089
O 0.6725 -0.0862 -1.6682
P -0.0641 -0.5094 -0.2660
S -2.0869 -0.9685 1.9744
H -1.5108 1.3172 -0.3952
H 0.0508 1.7892 0.1360
H 1.2126 -1.1288 1.5968
H 1.0813 -0.8260 -2.1678
```

The HOMO-LUMO gap (alpha / beta) is 0.2614 / 0.2556 Ha. The energy relative to the best compared isomer or geometry (same formula, charge and spin) comes out at 378.8 kJ/mol. Its multiplicity is 1. The value obtained for the LUMO energy (alpha / beta) is -0.0832 / -0.0757 Eh. For the HOMO energy (alpha / beta), the calculation gives -9.4 / -9.0 eV.

(5)
Computed, not measured: a cluster of 2 separate species, H4NO3SSi in total in a non-equilibrium geometry, with ωB97M-V/def2-TZVPD.

Structure (XYZ):
```
10
H4NO3SSi (ωB97M-V/def2-TZVPD)
N 3.1920 0.2097 -1.2688
O -1.2557 -0.5202 0.0371
O -3.3995 -0.1039 1.2298
O -3.4763 -0.1588 -1.2137
Si 2.4774 0.2858 0.1821
S -3.0659 -0.8350 -0.0015
H 2.3573 0.2445 -1.8132
H -1.2873 0.1226 0.7808
H 2.2711 -0.7645 1.0558
H 2.1867 1.5199 1.0117
```

The HOMO-LUMO gap is 0.2361 Ha. The energy relative to the best compared isomer or geometry (same formula, charge and spin) comes out at 224.8 kJ/mol. Its multiplicity is 1. The value obtained for the LUMO energy is 0.0764 Eh. For the HOMO energy, the calculation gives -4.3 eV. As for the charge: -1.

(6)
Computed, not measured: a cluster of 2 separate species, H4NOPS2 in total in a non-equilibrium geometry, with ωB97M-V/def2-TZVPD.

Structure (XYZ):
```
9
H4NOPS2 (ωB97M-V/def2-TZVPD)
N 1.6316 -3.2297 0.8788
O -1.1976 0.6764 3.7126
P 1.0781 -1.7064 0.5590
S 1.9198 -0.4494 1.7402
S -0.4245 -1.7283 -0.6629
H 1.0895 -4.0453 0.9287
H 2.5667 -3.2279 1.4591
H -0.6106 0.4727 4.5590
H -0.6305 0.5274 2.8984
```

The HOMO-LUMO gap is 0.3238 Ha. The energy relative to the best compared isomer or geometry (same formula, charge and spin) comes out at 120.3 kJ/mol. Its multiplicity is 1. The value obtained for the LUMO energy is -0.0327 Eh. For the HOMO energy, the calculation gives -9.7 eV.

(7)
Computed, not measured: an isolated molecule of H4NP in a non-equilibrium geometry, with ωB97M-V/def2-TZVPD.

Structure (XYZ):
```
6
H4NP (ωB97M-V/def2-TZVPD)
N 0.6603 0.5582 0.0889
P -0.9326 -0.0083 0.1071
H 0.9148 1.3077 0.6358
H 1.2397 0.1265 -0.6099
H -0.8153 -1.3758 0.9080
H -1.0669 -0.6082 -1.1299
```

The HOMO-LUMO gap (alpha / beta) is 0.2010 / 0.2866 Ha. The energy relative to the best compared isomer or geometry (same formula, charge and spin) comes out at 56.1 kJ/mol. Its multiplicity is 3. The value obtained for the LUMO energy (alpha / beta) is 0.0499 / -0.1022 Eh. For the HOMO energy (alpha / beta), the calculation gives -4.1 / -10.6 eV.

(8)
Computed, not measured: an isolated molecule of H4NP3 in a non-equilibrium geometry, with ωB97M-V/def2-TZVPD.

Structure (XYZ):
```
8
H4NP3 (ωB97M-V/def2-TZVPD)
N -2.5929 0.5766 0.2247
P -1.8104 -0.6726 -0.2970
P 0.7600 -1.3717 -0.4829
P 1.5291 0.5837 -0.0078
H -2.1749 1.2541 0.7513
H 0.7213 -0.9356 -1.7908
H 0.8274 0.5913 1.1967
H 2.7404 -0.0256 0.4057
```

The HOMO-LUMO gap is 0.2737 Ha. The energy relative to the best compared isomer or geometry (same formula, charge and spin) comes out at 113.9 kJ/mol. Its SMILES is N=P#[PH]P. Its multiplicity is 1. The value obtained for the LUMO energy is -0.0284 Eh. For the HOMO energy, the calculation gives -8.2 eV.

(9)
Computed, not measured: a cluster of 2 separate species, H4NPS in total, with ωB97M-V/def2-TZVPD.

Structure (XYZ):
```
7
H4NPS (ωB97M-V/def2-TZVPD)
N -0.3130 1.3093 -0.1835
P 0.7930 -2.2959 1.3114
S 1.4399 -4.1908 1.2590
H -0.5525 1.8881 0.6104
H 0.6720 1.4370 -0.3761
H -0.8407 1.6388 -0.9826
H 0.5326 -4.8098 0.4654
```

The HOMO-LUMO gap (alpha / beta) is 0.2499 / 0.2499 Ha. The energy relative to the best compared isomer or geometry (same formula, charge and spin) comes out at 172.3 kJ/mol. Its multiplicity is 1. The value obtained for the LUMO energy (alpha / beta) is -0.0369 / -0.0371 Eh. For the HOMO energy (alpha / beta), the calculation gives -7.8 / -7.8 eV.

(10)
Computed, not measured: a cluster of 2 separate species, H4NPSi in total in a non-equilibrium geometry, with ωB97M-V/def2-TZVPD.

Structure (XYZ):
```
7
H4NPSi (ωB97M-V/def2-TZVPD)
N 0.1701 0.8880 0.0221
Si -1.1110 -0.1979 -0.0494
P 2.5424 -0.2566 -0.0024
H -2.2654 0.5290 0.4957
H -1.4075 -0.5613 -1.4475
H -0.8955 -1.4480 0.6958
H 2.9669 1.0468 0.2857
```

The HOMO-LUMO gap (alpha / beta) is 0.2004 / 0.2005 Ha. The energy relative to the best compared isomer or geometry (same formula, charge and spin) comes out at 592.6 kJ/mol. Its multiplicity is 1. The value obtained for the LUMO energy (alpha / beta) is -0.1195 / -0.1194 Eh. For the HOMO energy (alpha / beta), the calculation gives -8.7 / -8.7 eV.

(11)
Computed, not measured: a cluster of 2 separate species, H4O2 in total in a non-equilibrium geometry, with ωB97M-V/def2-TZVPD.

Structure (XYZ):
```
6
H4O2 (ωB97M-V/def2-TZVPD)
O -1.2981 0.0540 0.0324
H -0.7611 -0.6609 -0.2970
H -2.2148 0.0036 -0.2355
O 1.3024 -0.0710 -0.1452
H 1.3194 0.9284 -0.1043
H 1.6523 -0.2540 0.7495
```

The HOMO-LUMO gap is 0.4453 Ha. The energy relative to the best compared isomer or geometry (same formula, charge and spin) comes out at 24.5 kJ/mol. Its SMILES is O.O. Its multiplicity is 1. The value obtained for the LUMO energy is 0.0369 Eh. For the HOMO energy, the calculation gives -11.1 eV.

(12)
Computed, not measured: a cluster of 2 separate species, H4O2 in total in a non-equilibrium geometry, with ωB97M-V/def2-TZVPD.

Structure (XYZ):
```
6
H4O2 (ωB97M-V/def2-TZVPD)
O -0.1221 0.8892 -1.0017
H 0.7162 1.3280 -1.2274
H -0.6422 1.5713 -0.5485
O 0.2901 -1.5086 1.0969
H 0.4432 -0.8605 0.3608
H -0.6851 -1.4193 1.3199
```

The HOMO-LUMO gap is 0.4282 Ha. The energy relative to the best compared isomer or geometry (same formula, charge and spin) comes out at 12.0 kJ/mol. Its SMILES is O.O. Its multiplicity is 1. The value obtained for the LUMO energy is 0.0236 Eh. For the HOMO energy, the calculation gives -11.0 eV.

(13)
Computed, not measured: a cluster of 2 separate species, H4O2 in total in a non-equilibrium geometry, with ωB97M-V/def2-TZVPD.

Structure (XYZ):
```
6
H4O2 (ωB97M-V/def2-TZVPD)
O -0.8466 -1.1168 -0.1297
H -0.4288 -1.8294 -0.5881
H -1.7894 -1.2549 -0.2184
O 0.6918 1.6302 0.3737
H 1.5769 1.7939 0.6569
H 0.7960 0.7770 -0.0944
```

The HOMO-LUMO gap is 0.4385 Ha. The energy relative to the best compared isomer or geometry (same formula, charge and spin) comes out at 18.0 kJ/mol. Its SMILES is O.O. Its multiplicity is 1. The value obtained for the LUMO energy is 0.0297 Eh. For the HOMO energy, the calculation gives -11.1 eV.

(14)
Computed, not measured: a cluster of 2 separate species, H4O2 in total in a non-equilibrium geometry, with ωB97M-V/def2-TZVPD.

Structure (XYZ):
```
6
H4O2 (ωB97M-V/def2-TZVPD)
O -0.1286 -0.3998 -1.6189
H -0.7588 -0.4822 -2.3666
H -0.6564 -0.2016 -0.8267
O 0.6706 0.4890 1.2589
H 0.8928 0.8134 2.1869
H -0.0196 -0.2190 1.3664
```

The HOMO-LUMO gap is 0.4431 Ha. The energy relative to the best compared isomer or geometry (same formula, charge and spin) comes out at 34.2 kJ/mol. Its SMILES is O.O. Its multiplicity is 1. The value obtained for the LUMO energy is 0.0257 Eh. For the HOMO energy, the calculation gives -11.4 eV.

(15)
Computed, not measured: a cluster of 2 separate species, H4O2 in total in a non-equilibrium geometry, with ωB97M-V/def2-TZVPD.

Structure (XYZ):
```
6
H4O2 (ωB97M-V/def2-TZVPD)
O -1.9610 -0.2100 0.1284
H -2.2255 0.1927 -0.7240
H -1.4013 0.4817 0.4953
O 2.2315 -0.0471 0.1190
H 1.6196 0.3850 -0.4364
H 1.7368 -0.8024 0.4177
```

The HOMO-LUMO gap is 0.4509 Ha. The energy relative to the best compared isomer or geometry (same formula, charge and spin) comes out at 23.0 kJ/mol. Its SMILES is O.O. Its multiplicity is 1. The value obtained for the LUMO energy is 0.0197 Eh. For the HOMO energy, the calculation gives -11.7 eV.

(16)
Computed, not measured: a cluster of 2 separate species, H4O2 in total in a non-equilibrium geometry, with ωB97M-V/def2-TZVPD.

Structure (XYZ):
```
6
H4O2 (ωB97M-V/def2-TZVPD)
O 1.8017 -0.1960 -0.2141
H 2.4553 -0.6377 0.3618
H 1.5379 0.5516 0.2974
O -1.9016 -0.3034 -0.0461
H -2.7028 0.1669 -0.4146
H -1.1905 0.4185 0.0156
```

The HOMO-LUMO gap is 0.4437 Ha. The energy relative to the best compared isomer or geometry (same formula, charge and spin) comes out at 34.0 kJ/mol. Its SMILES is O.O. Its multiplicity is 1. The value obtained for the LUMO energy is 0.0253 Eh. For the HOMO energy, the calculation gives -11.4 eV.

(17)
Computed, not measured: a cluster of 2 separate species, H4O2 in total in a non-equilibrium geometry, with ωB97M-V/def2-TZVPD.

Structure (XYZ):
```
6
H4O2 (ωB97M-V/def2-TZVPD)
O -1.5423 -0.0661 0.0632
H -1.3251 0.8658 -0.5161
H -0.5213 -0.6221 -0.0752
O 1.3499 0.0897 -0.0676
H 1.4675 0.2931 0.9195
H 1.9178 -0.7258 -0.2928
```

The HOMO-LUMO gap is 0.4052 Ha. The energy relative to the best compared isomer or geometry (same formula, charge and spin) comes out at 131.0 kJ/mol. Its SMILES is O.O. Its multiplicity is 1. The value obtained for the LUMO energy is 0.0179 Eh. For the HOMO energy, the calculation gives -10.5 eV.

(18)
Computed, not measured: a cluster of 2 separate species, H4O2 in total in a non-equilibrium geometry, with ωB97M-V/def2-TZVPD.

Structure (XYZ):
```
6
H4O2 (ωB97M-V/def2-TZVPD)
O 1.3998 0.1296 -0.0667
H 0.4256 0.1623 -0.2664
H 1.6402 -0.7958 -0.1492
O -1.2949 -0.0926 -0.1434
H -0.6389 -0.2819 0.5871
H -1.5318 0.8783 0.0386
```

The HOMO-LUMO gap is 0.4488 Ha. The energy relative to the best compared isomer or geometry (same formula, charge and spin) comes out at 42.5 kJ/mol. Its SMILES is O.O. Its multiplicity is 1. The value obtained for the LUMO energy is 0.0283 Eh. For the HOMO energy, the calculation gives -11.4 eV.

(19)
Computed, not measured: a cluster of 2 separate species, H4O2 in total, with ωB97M-V/def2-TZVPD.

Structure (XYZ):
```
6
H4O2 (ωB97M-V/def2-TZVPD)
O -0.0511 1.2842 -1.2137
H -0.0268 0.8888 -0.3278
H -0.4486 0.6096 -1.7816
O 0.1433 -0.5516 1.0748
H -0.5172 -1.2044 0.8236
H 0.9004 -1.0266 1.4247
```

The HOMO-LUMO gap is 0.4239 Ha. The energy relative to the best compared isomer or geometry (same formula, charge and spin) comes out at 6.3 kJ/mol. Its SMILES is O.O. Its multiplicity is 1. The value obtained for the LUMO energy is 0.0222 Eh. For the HOMO energy, the calculation gives -10.9 eV.

(20)
Computed, not measured: a cluster of 2 separate species, H4O2 in total in a non-equilibrium geometry, with ωB97M-V/def2-TZVPD.

Structure (XYZ):
```
6
H4O2 (ωB97M-V/def2-TZVPD)
O -0.2653 0.1044 -1.6441
H 0.6878 -0.0320 -1.7290
H -0.3936 0.3123 -0.6625
O -0.3192 -0.1150 1.0755
H 0.4850 -0.6504 1.0293
H -0.1948 0.3807 1.9309
```

The HOMO-LUMO gap is 0.4151 Ha. The energy relative to the best compared isomer or geometry (same formula, charge and spin) comes out at 17.5 kJ/mol. Its SMILES is O.O. Its multiplicity is 1. The value obtained for the LUMO energy is 0.0186 Eh. For the HOMO energy, the calculation gives -10.8 eV.